1.
Computed, not measured: B2Cd2H38O19P as an isolated structure, with ωB97M-V/def2-TZVPD.

Calculated values
- multiplicity = 1
- lowest unoccupied orbital energy (eV) = 1.825
- relative energy (zero: lowest compared OMol25 entry of this formula, charge and spin) (eV) = 0.000
- total charge = -1
- HOMO (eV) = -6.5
- Kohn-Sham gap (eV) = 8.28
- energy (Ha) = -2179.08094

Each line ends with the natural charge from an NBO analysis.
Atoms and positions in Å:
Cd 2.0073 -1.5424 0.5161  1.7751
Cd -2.3358 1.3260 -0.5038  1.7890
P 0.0120 0.0977 -0.0347  2.5539
O 1.4588 0.2029 -0.6000  -1.2949
O 0.0699 -1.1642 0.9155  -1.3094
O -1.0522 -0.1503 -1.1465  -1.3135
O -0.5711 1.4149 0.5961  -1.2887
B -4.1567 1.0738 -1.9119  -0.8974
H -4.1929 0.1826 -1.1460  -0.0061
H -5.0040 0.8622 -2.7207  0.0355
H -4.2675 2.1301 -1.4251  -0.0495
H -3.0914 0.9957 -2.3964  -0.0233
B 4.0427 -1.7552 -0.4069  -0.8494
H 3.7045 -2.6010 0.3342  -0.0636
H 3.8517 -0.7193 0.1082  -0.0241
H 5.2100 -1.8107 -0.6293  0.0390
H 3.4316 -1.8597 -1.4326  -0.0392
O 3.4953 1.8610 -1.4579  -0.9794
H 4.1237 1.1924 -1.7478  0.4697
H 2.7997 1.3427 -1.0163  0.4968
O -0.6948 -0.0057 -3.9698  -1.0049
H 0.2651 -0.1873 -4.0077  0.4856
H -0.8888 -0.0217 -3.0162  0.4889
O -1.7511 -3.2075 0.5966  -1.0235
H -1.0316 -2.5504 0.5325  0.5007
H -2.0369 -3.3052 -0.3256  0.5006
O -0.3451 4.2821 2.6191  -0.9904
H 0.1635 4.0222 1.8277  0.5063
H -0.0645 5.1825 2.8008  0.4662
O 2.2110 -3.0759 2.3089  -0.9685
H 2.1278 -3.0020 3.2659  0.4946
H 2.9107 -3.7232 2.1625  0.4933
O -0.4641 1.3385 3.2971  -1.0020
H -0.3209 2.2791 3.4569  0.4720
H -0.5031 1.2768 2.3158  0.4989
O 1.2559 3.3704 0.3678  -0.9979
H 0.5081 2.7293 0.3208  0.5101
H 2.0199 2.8330 0.5953  0.4763
O 1.4160 -3.4756 -0.5350  -0.9728
H 1.2419 -3.7981 -1.4245  0.4979
H 1.2094 -4.2152 0.0482  0.4957
O -1.6398 -2.6239 -2.2087  -0.9835
H -1.4659 -1.7611 -1.7683  0.5131
H -0.8066 -2.8398 -2.6337  0.4568
O -1.1950 -1.7408 3.2782  -0.9811
H -1.7201 -2.5295 3.1062  0.4609
H -0.7060 -1.6044 2.4404  0.5008
O -1.3212 2.9513 -1.7600  -0.9768
H -1.2835 3.9069 -1.6568  0.4892
H -0.6180 2.7314 -2.3853  0.5098
O -3.4014 2.7923 0.7017  -0.9839
H -3.0308 3.1270 1.5314  0.5043
H -4.3498 2.9551 0.7414  0.5072
O -2.9358 -0.3472 1.1093  -0.9877
H -3.3052 -0.1330 1.9715  0.4866
H -2.7900 -1.3070 1.1244  0.5140
O 2.6942 -0.3085 2.3011  -0.9756
H 2.2645 -0.4218 3.1580  0.4972
H 3.0518 0.5856 2.3138  0.4995
O 1.9039 -0.3051 -3.2118  -0.9829
H 2.2622 -1.1325 -2.8761  0.4741
H 1.6283 0.1796 -2.4080  0.5103

Atoms 1-2, force components in eV/Å:
Cd 2.396 -1.252 0.023
Cd -3.183 0.365 -0.964

---

2.
Computed, not measured: B2CsF8 as an isolated structure, with ωB97M-V/def2-TZVPD.

Calculated values
- multiplicity = 1
- lowest unoccupied orbital energy (eV) = 1.884
- relative energy (zero: lowest compared OMol25 entry of this formula, charge and spin) (eV) = 1.151
- total charge = -1
- HOMO (eV) = -8.3
- Kohn-Sham gap (eV) = 10.21
- energy (Ha) = -869.37588

Each line ends with the natural charge from an NBO analysis.
Atoms and positions in Å:
Cs -0.5327 -0.3741 -0.7659  0.9932
B 0.7207 2.7299 -2.3950  1.2991
F 0.0301 3.2958 -1.3230  -0.5817
F 0.5174 3.6877 -3.2953  -0.5666
F 2.0397 2.6720 -2.1805  -0.5561
F 0.2443 1.5154 -2.8440  -0.5910
B -0.5853 -2.6971 2.5984  1.3271
F -1.4313 -3.5663 3.2062  -0.5641
F -0.4829 -1.5405 3.2659  -0.5580
F 0.6355 -3.3556 2.4081  -0.5758
F -1.1555 -2.3671 1.3251  -0.6261

Atoms 1-2, force components in eV/Å:
Cs 0.077 0.066 0.282
B -0.507 1.800 0.277

---

3.
Computed, not measured: B3CoF14NO4S2 as an isolated structure, with ωB97M-V/def2-TZVPD.

Calculated values
- multiplicity = 4
- lowest unoccupied orbital energy (alpha / beta) (eV) = 5.113 / 5.108
- relative energy (zero: lowest compared OMol25 entry of this formula, charge and spin) (eV) = 0.892
- total charge = -2
- HOMO (alpha / beta) (eV) = -5.0 / -4.8
- Kohn-Sham gap (alpha / beta) (eV) = 10.09 / 9.92
- energy (Ha) = -4008.39170
- expectation value of S² = 3.7543

Each line ends with the Mulliken spin population.
Atoms and positions in Å:
Co -17.9136 -23.8233 7.2608  2.8132
N -18.5717 -25.6811 7.6044  0.0264
S -19.8201 -26.4227 8.2290  0.0050
O -19.5792 -27.2639 9.3584  0.0055
O -20.7487 -26.8317 7.2046  0.0037
F -20.5916 -25.2064 8.9330  0.0006
S -17.7008 -27.1399 7.2630  0.0042
O -18.3382 -28.2058 6.5406  0.0041
O -16.7638 -27.4267 8.3064  0.0006
F -16.7293 -26.4398 6.2213  0.0002
B -16.5839 -23.8573 4.8733  -0.0027
F -17.9323 -24.2524 5.1242  0.0222
F -16.5680 -22.7314 4.0318  0.0003
F -16.0080 -23.6103 6.1134  0.0207
F -15.8733 -24.8836 4.2097  0.0004
B -19.3280 -21.8383 6.5217  -0.0025
F -19.7794 -23.1278 7.0274  0.0381
F -19.6362 -21.8724 5.1796  -0.0002
F -20.0750 -20.8182 7.1124  -0.0003
F -17.9260 -21.7755 6.7650  0.0214
B -17.2990 -23.2748 9.9461  0.0013
F -17.3088 -24.1426 11.0204  0.0000
F -16.7843 -22.0185 10.2712  0.0000
F -16.5479 -23.7997 8.8636  0.0212
F -18.6066 -23.1568 9.3768  0.0167

Atoms 1-2, force components in eV/Å:
Co 0.650 0.219 0.325
N 0.911 -4.021 -0.131

---

4.
Computed, not measured: B3F12Tl as an isolated structure, with ωB97M-V/def2-TZVPD.

Calculated values
- multiplicity = 1
- lowest unoccupied orbital energy (eV) = -9.186
- relative energy (zero: lowest compared OMol25 entry of this formula, charge and spin) (eV) = 1.486
- HOMO (eV) = -13.4
- Kohn-Sham gap (eV) = 4.25
- energy (Ha) = -1445.79526

Each line ends with the Mulliken charge.
Atoms and positions in Å:
Tl -0.1600 -0.2860 -0.9367  1.8214
B 0.4286 0.4335 2.1834  0.5137
F -0.2940 -0.7366 1.8362  -0.2384
F 0.2869 0.6565 3.5325  -0.2617
F 1.7472 0.2550 1.8185  -0.3033
F -0.1817 1.4478 1.3809  -0.2690
B -3.1279 -0.2207 -0.0292  0.5201
F -2.9396 0.0471 -1.4343  -0.3157
F -2.4305 0.8549 0.5498  -0.2262
F -4.4585 -0.2656 0.2312  -0.2459
F -2.4301 -1.4118 0.3013  -0.3051
B 2.7688 -0.1415 -1.9008  0.5199
F 1.7792 -1.2036 -2.0456  -0.3407
F 4.0141 -0.6792 -1.7115  -0.2798
F 2.7041 0.6858 -3.0010  -0.3305
F 2.2936 0.5644 -0.7748  -0.2589

Atoms 1-2, force components in eV/Å:
Tl 0.071 0.553 2.930
B 0.973 0.404 1.187